A molecular structure, C10H13NPRu. Source: the Open Molecules 2025 dataset; level of theory: wB97M-V/def2-TZVPD.

Results
Highest occupied orbital energy (spin up / spin down) in eV: -4.2 / -7.7
Lowest unoccupied orbital energy (spin up / spin down) in eV: 0.01 / -2.23
2S+1: 6
Kohn-Sham gap (spin up / spin down) in hartree: 0.15415 / 0.20138

XYZ file:
```
26
Properties=species:S:1:pos:R:3:nbo_charge:R:1
C -1.04810 -0.00587 -2.25923 -0.3234
C -1.75599 1.06592 -2.91840 -0.3038
C -0.83025 2.09073 -3.37898 -0.1553
C 0.48545 1.61001 -3.01179 -0.3309
C 0.38902 0.31969 -2.34267 -0.2767
Ru 0.17359 -1.26501 -0.19095 0.7875
P -0.27412 -3.43701 -0.75147 0.0406
H -1.45059 -1.08103 -1.95564 0.2054
H -2.83978 1.09257 -2.93358 0.2179
H -1.09257 3.08201 -3.77959 0.2265
H 1.16303 -0.53346 -2.15308 0.2000
H 1.40952 2.19819 -3.03549 0.2223
H 0.91294 -4.03882 -1.33542 0.0441
H -1.46983 -3.63131 -1.61159 0.0586
H -0.44808 -4.17848 0.46695 0.0447
C 0.78648 1.13402 3.90871 -0.3368
C 0.81563 1.89705 2.72781 -0.2435
C 0.57518 1.26208 1.50621 -0.0424
N 0.26382 -0.04521 1.47503 -0.7392
C 0.29078 -0.80773 2.57613 -0.0545
C 0.51168 -0.25787 3.84508 -0.2488
H 1.00859 1.59953 4.87784 0.2047
H 1.06625 2.98314 2.71344 0.2168
H 0.67317 1.72332 0.51435 0.2021
H 0.17988 -1.85548 2.33713 0.1697
H 0.50431 -0.92097 4.70919 0.2145
```


A gas-phase ion, C5H10NO (charge +1). Source: the Open Molecules 2025 dataset; level of theory: wB97M-V/def2-TZVPD.

Results
Highest occupied orbital energy in eV: -13.8
Lowest unoccupied orbital energy in eV: -4.54
Net charge: +1
ΔE to the lowest compared entry with this formula, charge and spin in eV: 5.367
Kohn-Sham gap in hartree: 0.34169

XYZ file:
```
17
Properties=species:S:1:pos:R:3:nbo_charge:R:1
C -1.12337 -2.12038 -0.24782 -0.3572
C -0.64810 -0.95744 0.11591 0.2437
C 1.30245 0.01497 -0.46730 0.4506
C -1.08281 1.46517 -0.17690 -0.5948
C -1.53287 0.18000 0.43648 -0.4893
N 2.74051 0.31255 0.05127 -0.8317
O 0.68000 -0.75029 0.33078 -0.4430
H -2.17004 -2.23884 -0.39149 0.2406
H -0.39052 -3.00943 -0.41168 0.2278
H -0.01181 1.39051 -0.52498 0.1953
H -1.05497 2.30938 0.52829 0.2291
H -1.87162 1.71423 -1.00945 0.2417
H -2.47735 0.10328 -0.05934 0.2603
H -1.61278 0.34211 1.51682 0.2368
H 3.04902 0.26672 1.12364 0.4552
H 3.06376 1.29288 -0.15587 0.4647
H 3.14049 -0.31542 -0.65837 0.4702
```


2 unconnected molecules or ions with the total composition C5H12Se2. Source: the Open Molecules 2025 dataset; level of theory: wB97M-V/def2-TZVPD.

Results
Highest occupied orbital energy (spin up / spin down) in eV: -6.9 / -8.7
Lowest unoccupied orbital energy (spin up / spin down) in eV: 0.54 / -1.66
2S+1: 3
ΔE to the lowest compared entry with this formula, charge and spin in eV: 0.000
Kohn-Sham gap (spin up / spin down) in hartree: 0.27312 / 0.25780

XYZ file:
```
19
Properties=species:S:1:pos:R:3:nbo_charge:R:1
C 0.81815 0.91156 -1.33192 -0.6455
C 0.79626 1.29066 1.03744 -0.6463
C 2.28575 -0.44120 0.11466 -0.4246
C -1.03531 -2.12383 0.63758 -0.6273
C 1.43829 0.55364 -0.06188 0.0288
Se -3.42892 0.82894 0.85054 -0.2238
Se -2.48309 -1.52737 -0.24948 0.2998
H 0.41232 1.91623 -1.35301 0.2186
H 1.46268 0.74438 -2.21797 0.2203
H -0.04036 0.25250 -1.42590 0.2110
H 1.16363 0.91173 2.03126 0.2172
H 0.66829 2.31671 0.86832 0.2213
H -0.26112 0.79755 1.05969 0.2254
H 2.70983 -0.66379 0.97945 0.1887
H 2.61756 -1.04494 -0.84856 0.1833
H -0.05770 -1.97371 0.06052 0.2262
H -1.08003 -2.34919 1.65985 0.2029
H -4.20060 0.96839 -0.41310 0.0663
H -1.78563 -1.36827 -1.39751 0.0577
```